Entry 1:
Entry from the OMol25 dataset: C28H26F6N8O4S4Ta as an isolated structure in a non-equilibrium geometry (ωB97M-V/def2-TZVPD).

```
77
Properties=species:S:1:pos:R:3:forces:R:3:mulliken_charge:R:1
Ta -8.227 5.847 16.231 -0.1 0.1 -0.4 2.21
C -10.291 3.352 16.618 -0.5 0.4 -1.3 -1.91
N -10.140 4.780 17.038 0.8 -0.1 0.2 0.22
C -11.213 5.630 16.430 -1.5 0.6 0.7 -1.67
C -11.049 5.590 14.928 0.1 -1.0 0.0 0.87
C -12.060 5.540 14.001 -0.5 1.0 0.1 -0.38
C -11.792 5.504 12.615 1.0 -0.7 1.4 -0.73
C -10.484 5.128 12.306 -0.5 0.9 0.6 -0.99
C -9.493 5.117 13.309 -0.6 -1.1 -2.0 -0.38
N -9.764 5.404 14.563 0.6 -0.1 0.8 1.30
C -10.168 4.841 18.529 0.3 0.7 -0.1 -1.74
C -9.797 6.224 18.988 -0.4 -0.9 0.6 0.93
C -10.267 6.690 20.213 0.2 1.0 -0.5 -1.12
C -9.776 7.913 20.642 0.1 0.1 -0.8 -0.71
C -8.862 8.601 19.834 -0.3 0.3 1.2 -1.07
C -8.490 8.069 18.639 0.9 -0.2 -0.4 -0.44
N -8.890 6.863 18.232 -0.6 -1.0 0.1 0.62
C -9.059 2.830 15.947 0.4 -0.1 -1.0 0.86
C -9.066 1.534 15.432 -0.4 0.4 0.5 -1.02
C -7.970 1.073 14.754 0.3 -0.9 -0.4 -0.61
C -6.871 1.903 14.622 1.0 0.2 -0.5 -1.01
C -6.916 3.198 15.078 -0.1 -0.8 1.7 -0.58
N -7.981 3.637 15.800 -1.2 0.4 -1.2 0.86
H -10.468 2.710 17.446 -0.3 -0.3 1.1 0.88
H -11.205 3.211 15.959 1.2 0.3 0.5 0.53
H -12.197 5.217 16.798 0.7 0.5 -0.7 0.77
H -11.161 6.699 16.792 0.1 -1.4 -0.1 0.13
H -13.046 5.674 14.414 -0.4 0.0 -0.3 0.58
H -12.544 5.674 11.852 0.0 -0.2 0.2 0.47
H -10.264 4.983 11.273 0.6 -0.3 -0.4 0.44
H -8.510 4.715 13.046 -0.2 0.6 0.2 0.29
H -11.152 4.538 18.880 0.0 -0.1 0.2 0.73
H -9.382 4.205 18.971 -0.6 -0.2 -0.5 0.56
H -11.041 6.227 20.804 0.0 -0.5 -0.2 0.58
H -10.160 8.368 21.532 0.1 0.1 0.5 0.51
H -8.443 9.531 20.204 -0.1 0.0 -0.4 0.58
H -7.779 8.503 17.968 0.1 0.8 0.1 0.45
H -9.916 0.884 15.594 -0.1 0.1 0.0 0.60
H -7.959 0.052 14.339 0.1 0.6 0.3 0.48
H -5.922 1.556 14.212 -0.4 0.0 -0.2 0.53
H -6.027 3.809 15.145 -0.1 0.1 -0.5 0.46
C -5.367 7.813 12.033 -0.2 -0.7 0.7 -0.79
S -5.936 8.983 13.355 0.5 -0.7 0.5 0.15
C -6.187 7.910 14.728 0.1 -0.2 -1.7 0.39
S -6.797 6.307 14.300 -0.7 -1.2 -0.1 -0.54
N -5.975 8.140 15.958 -0.1 2.1 -0.4 -1.64
N -6.461 7.150 16.739 -0.2 -0.9 -0.5 0.50
C -5.646 6.784 17.631 -0.8 0.3 1.2 -0.43
C -6.036 5.646 18.412 0.4 -1.2 0.6 0.91
C -5.334 5.371 19.557 0.2 -1.0 0.7 -0.88
C -5.575 4.187 20.295 -1.5 0.3 -1.9 -0.77
C -6.548 3.321 19.737 1.0 0.8 1.4 -1.12
C -7.164 3.644 18.530 1.0 -0.4 1.1 -0.15
N -6.956 4.793 17.888 0.0 0.9 -0.3 0.31
H -5.176 8.455 11.202 0.0 0.6 -0.6 0.43
H -6.114 7.053 11.740 0.2 0.6 0.3 0.22
H -4.416 7.335 12.290 -0.3 0.2 0.2 0.37
H -4.801 7.412 17.855 0.5 -0.1 0.0 0.52
H -4.568 6.082 19.786 0.4 0.1 0.6 0.57
H -5.059 3.914 21.191 0.3 0.1 0.4 0.54
H -6.817 2.430 20.325 0.1 0.2 -0.8 0.49
H -7.689 2.820 18.106 -0.9 0.1 -0.7 0.57
F -10.752 9.166 17.249 -0.7 0.5 -0.8 -0.10
C -11.151 9.274 15.950 0.9 -1.2 0.0 0.39
F -12.180 8.457 15.721 0.4 -0.5 0.5 -0.18
F -11.545 10.443 15.591 0.6 1.1 0.3 -0.17
S -9.630 8.719 14.893 -1.1 0.9 0.0 1.01
O -9.116 7.554 15.799 -0.3 0.3 0.0 0.17
O -8.590 9.701 14.850 -0.5 -0.3 0.1 -0.60
N -10.434 8.267 13.689 1.2 0.6 -0.3 -0.33
S -10.012 8.496 12.064 -1.6 0.2 1.7 1.04
O -8.889 7.691 11.816 2.1 -0.3 -0.5 -0.49
O -11.227 8.240 11.411 -1.3 -0.3 -1.0 -0.65
C -9.786 10.370 11.796 1.6 -0.6 -0.7 0.74
F -10.037 11.021 12.896 0.3 0.3 0.6 -0.17
F -8.513 10.538 11.353 -1.0 0.1 0.8 -0.22
F -10.614 10.747 10.878 -0.4 0.0 -0.6 -0.16
```
Forces are in eV/Å.

Values from the calculation:
E_tot   -4069.66445 a.u.
Highest occupied orbital energy (alpha / beta)   -16.468 / -16.467 eV
2S+1   1
Relative energy (zero: lowest compared OMol25 entry of this formula, charge and spin)   0.061 eV
HOMO-LUMO gap (alpha / beta)   5.95 / 5.95 eV
Total charge   +3

***

Entry 2:
Entry from the OMol25 dataset: one molecule with the formula C16H15N9 in a non-equilibrium geometry (ωB97M-V/def2-TZVPD).

```
40
Properties=species:S:1:pos:R:3:forces:R:3:nbo_charge:R:1
C -3.574 -2.278 -2.899 -1.5 -0.3 0.1 -0.65
C -2.361 -1.483 -2.679 1.2 0.5 -0.5 0.17
C -1.493 -0.933 -3.713 -0.7 -0.6 1.7 -0.33
C -0.437 -0.413 -3.056 0.1 0.0 0.9 0.20
C 0.751 0.188 -3.733 0.2 0.1 0.6 -0.64
N -0.684 -0.609 -1.663 0.8 0.7 -0.1 -0.23
C 0.084 -0.133 -0.533 1.7 1.0 0.6 0.61
N -0.383 -0.141 0.699 -1.8 -0.9 0.0 -0.51
C 0.373 0.260 1.717 -1.8 -0.9 1.3 0.44
N -0.097 0.163 3.054 1.6 0.6 -2.2 -0.58
C -1.349 -0.140 3.466 -1.4 -0.9 1.8 0.33
C -2.551 -0.286 2.690 -0.1 -0.3 0.8 -0.04
N -3.704 -0.712 3.238 1.9 0.0 1.7 -0.34
C -3.604 -0.978 4.578 0.5 0.9 -0.4 -0.07
C -2.474 -0.737 5.366 0.5 0.1 -1.7 0.00
N -1.314 -0.334 4.811 -1.6 -0.2 -0.5 -0.44
C 1.618 0.727 1.546 2.4 0.9 0.0 -0.36
C 2.079 0.786 0.261 -0.9 -0.1 -0.8 0.44
N 3.350 1.340 -0.026 0.2 0.7 -2.3 -0.21
C 3.827 1.616 -1.329 -0.5 -0.6 0.6 -0.02
C 5.012 2.260 -1.199 -0.4 0.1 1.6 -0.33
C 5.177 2.418 0.231 -0.2 -0.5 -0.9 -0.02
N 4.168 1.891 0.906 0.4 -0.2 -0.2 -0.25
N 1.320 0.369 -0.758 0.2 -0.3 -1.4 -0.54
N -1.878 -1.271 -1.481 0.4 0.3 0.0 -0.24
H -3.959 -2.700 -1.950 0.3 0.3 -0.5 0.24
H -4.384 -1.657 -3.348 0.5 -0.4 0.3 0.22
H -3.389 -3.119 -3.581 0.0 0.2 0.1 0.22
H -1.594 -0.969 -4.771 -0.2 -0.1 -0.5 0.23
H 1.662 -0.347 -3.440 -0.1 0.2 -0.2 0.23
H 0.853 1.230 -3.426 0.2 0.0 -0.1 0.23
H 0.610 0.139 -4.820 0.0 0.0 0.3 0.22
H 0.582 0.246 3.837 -0.8 0.0 -1.1 0.43
H -2.572 -0.095 1.632 0.2 0.1 -0.1 0.24
H -4.462 -1.271 5.125 -1.0 -0.5 0.0 0.19
H -2.484 -0.901 6.435 0.0 0.0 0.0 0.20
H 2.249 1.090 2.326 0.1 0.1 0.5 0.25
H 3.311 1.322 -2.244 0.0 0.0 0.7 0.24
H 5.660 2.622 -1.965 0.2 0.1 -0.3 0.23
H 6.063 2.839 0.697 -0.5 0.0 0.3 0.21
```
Forces are in eV/Å.

Values from the calculation:
E_tot   -1111.49866 a.u.
Highest occupied orbital energy   -8.317 eV
2S+1   1
Relative energy (zero: lowest compared OMol25 entry of this formula, charge and spin)   0.000 eV
HOMO-LUMO gap   8.54 eV
SMILES   Cc1cc(C)n(-c2nc(Nc3cnccn3)cc(-n3cccn3)n2)n1
Total charge   0

***

Entry 3:
Entry from the OMol25 dataset: C57H47F5NO4P3Pb as an isolated structure in a non-equilibrium geometry (ωB97M-V/def2-TZVPD).

```
118
Properties=species:S:1:pos:R:3:forces:R:3:mulliken_charge:R:1
Pb 1.436 -0.992 -1.477 -0.3 0.3 -0.1 1.44
O -0.299 2.712 1.262 -1.4 -0.4 -0.3 0.66
C 0.739 3.577 1.243 1.1 -0.8 0.3 -1.00
C 0.490 4.915 1.131 0.2 0.3 -0.1 -0.09
C 1.521 5.805 1.065 0.7 0.0 0.0 -0.82
C 2.798 5.315 1.230 0.8 0.3 -0.1 -0.87
C 3.045 3.973 1.459 0.9 -1.2 0.2 -0.64
C 2.013 3.015 1.406 0.0 1.5 0.2 0.60
P 2.109 1.196 1.636 -0.8 0.3 1.3 1.20
C 3.679 0.831 0.889 1.1 -1.5 0.8 1.06
C 3.706 1.188 -0.441 -0.7 0.3 -0.3 -0.99
C 4.776 0.827 -1.218 -0.8 0.0 -0.7 -0.78
C 5.686 -0.098 -0.803 0.6 -0.2 0.5 -0.53
C 5.640 -0.582 0.498 0.1 0.9 0.4 -0.91
C 4.681 -0.061 1.383 0.0 0.6 -1.2 -0.82
C 2.280 1.098 3.496 2.1 0.4 -2.1 0.06
C 3.236 1.803 4.268 -1.3 0.5 0.2 -0.51
C 3.116 1.752 5.641 0.7 -0.3 0.2 -0.78
C 2.235 0.862 6.260 -0.7 -0.6 0.4 -0.60
C 1.368 0.123 5.499 -0.4 -2.6 -1.6 -0.81
C 1.482 0.174 4.047 -4.0 -1.4 2.5 0.36
C -0.842 2.426 2.469 0.8 0.4 1.8 -0.09
C -0.430 3.015 3.669 0.1 0.7 -0.7 -0.31
C -0.998 2.635 4.868 0.5 -0.5 1.0 -0.76
C -1.826 1.540 4.949 -0.5 -0.4 -1.0 -0.94
C -2.229 0.956 3.722 -0.6 0.1 2.3 -0.88
C -1.805 1.436 2.535 -0.2 0.3 -2.3 0.11
P -2.396 0.820 0.916 1.4 -0.6 -0.6 1.01
C -2.880 2.334 0.037 -1.3 0.9 -1.3 0.71
C -3.390 3.483 0.650 0.9 0.4 0.2 -0.23
C -3.691 4.616 -0.103 -0.9 0.4 -0.5 -0.78
C -3.809 4.570 -1.511 0.4 -0.6 1.5 -0.68
C -3.355 3.415 -2.158 0.7 1.0 0.2 -0.51
C -2.851 2.368 -1.388 0.2 -1.1 0.4 -0.44
C -3.950 0.033 1.349 -1.6 0.7 -0.4 0.11
C -5.121 0.755 1.659 -0.6 1.0 2.1 -0.06
C -6.329 0.116 2.031 1.8 -0.3 -1.3 -0.86
C -6.373 -1.259 1.861 -0.5 -0.2 0.5 -0.38
C -5.281 -1.995 1.436 -0.3 1.7 -0.1 -0.80
C -4.083 -1.327 1.168 0.1 -2.1 -0.2 0.08
H -0.485 5.294 1.138 -1.5 0.1 -0.2 0.68
H 1.374 6.863 0.913 -0.2 0.1 0.0 0.45
H 3.608 6.026 1.145 0.3 -0.1 0.3 0.41
H 4.079 3.625 1.716 -0.9 0.4 -0.6 0.29
H 2.815 1.672 -0.895 0.9 0.2 0.3 0.69
H 4.761 1.191 -2.211 0.3 0.2 -1.1 0.45
H 6.427 -0.443 -1.500 0.3 -0.1 0.0 0.50
H 6.476 -1.200 0.829 -0.5 -0.2 0.1 0.38
H 4.770 -0.315 2.419 -0.4 -0.1 0.5 0.63
H 3.906 2.505 3.790 0.1 -0.1 0.0 0.32
H 3.753 2.315 6.305 0.3 0.2 -0.2 0.42
H 2.237 0.676 7.338 0.1 0.5 -0.3 0.40
H 0.693 -0.731 5.915 1.2 1.9 -0.5 0.32
H 0.636 -0.391 3.471 2.0 1.0 0.8 0.43
H 0.330 3.787 3.702 -0.1 0.0 -0.2 0.31
H -0.669 3.093 5.800 0.0 0.1 -0.3 0.39
H -2.152 1.182 5.921 -0.2 -0.1 -0.3 0.41
H -2.967 0.179 3.687 -0.3 -0.4 0.3 0.66
H -3.430 3.556 1.743 0.1 0.0 -0.4 0.35
H -3.884 5.562 0.419 -0.3 -0.5 -0.2 0.40
H -4.268 5.402 -2.026 0.4 0.1 -0.2 0.40
H -3.163 3.520 -3.236 -0.5 -0.7 0.4 0.36
H -2.451 1.479 -1.893 0.0 0.4 0.2 0.22
H -5.070 1.856 1.898 0.1 -1.2 -0.7 0.12
H -7.216 0.628 2.340 -0.1 0.5 0.2 0.47
H -7.281 -1.786 2.116 -0.2 -0.1 -0.1 0.37
H -5.464 -3.014 1.217 0.4 -1.0 0.0 0.48
H -3.288 -2.003 0.804 0.0 0.9 0.2 0.47
N 0.373 -3.425 -1.317 1.2 0.7 1.1 -0.49
C 0.801 -3.618 0.026 1.0 0.1 -0.9 0.92
C -0.093 -3.882 1.045 -1.2 -0.7 -1.1 -0.65
C 0.292 -3.822 2.360 -0.8 0.2 1.7 -0.71
C 1.546 -3.304 2.710 -0.1 -1.1 -0.1 -0.87
C 2.473 -3.190 1.660 -0.3 0.3 2.0 -0.76
C 2.169 -3.419 0.339 -0.8 0.0 0.9 0.24
C 3.303 -3.322 -0.578 0.1 -1.0 0.6 0.72
C 4.447 -4.122 -0.385 1.0 1.0 -1.6 -0.50
C 5.451 -3.922 -1.340 1.1 -2.2 1.1 -0.68
C 5.355 -3.027 -2.377 1.3 -0.9 -0.4 -0.83
C 4.286 -2.223 -2.467 -1.6 0.0 1.6 -1.31
C 3.236 -2.364 -1.543 0.2 0.8 -1.6 0.39
H -0.566 -3.594 -1.520 -1.8 -0.2 -0.2 -0.12
H 0.979 -3.673 -2.061 0.8 -0.6 -0.5 0.38
H -1.116 -4.243 0.758 1.0 0.6 0.4 0.38
H -0.485 -4.157 3.103 1.1 0.6 -0.6 0.31
H 1.838 -3.195 3.774 -0.2 0.1 -0.9 0.40
H 3.470 -2.849 1.915 0.1 -0.2 -0.1 0.44
H 4.688 -4.815 0.410 -0.7 0.0 0.2 0.49
H 6.358 -4.587 -1.287 -0.9 0.8 0.0 0.27
H 6.136 -2.994 -3.117 0.3 0.1 -0.1 0.51
H 4.302 -1.429 -3.136 -0.3 1.2 -1.5 0.78
C -5.552 -1.829 -2.414 -1.3 -0.4 0.5 -0.61
O -4.638 -1.889 -3.504 0.2 0.4 0.5 -0.53
P -3.086 -1.542 -3.024 0.1 -0.4 -0.7 1.18
O -2.516 -1.543 -4.564 0.5 1.0 0.1 -0.53
C -2.572 -0.197 -5.136 0.3 -0.6 0.3 -0.78
O -2.507 -3.000 -2.528 -0.5 0.6 0.4 -0.25
C -2.949 -4.201 -3.126 0.7 0.0 -2.4 -0.99
H -6.584 -2.121 -2.717 0.9 0.1 -0.4 0.30
H -5.697 -0.804 -1.987 0.7 -0.8 -0.1 0.25
H -5.248 -2.603 -1.683 -0.2 0.7 0.2 0.23
H -2.078 0.543 -4.521 0.2 0.0 0.6 0.20
H -3.606 0.076 -5.209 -0.5 0.3 -0.5 0.44
H -2.038 -0.141 -6.082 -0.3 -0.6 -0.1 0.21
H -2.078 -4.746 -3.472 0.4 -0.4 0.6 0.37
H -3.399 -4.010 -4.108 -0.5 0.2 0.4 0.36
H -3.594 -4.805 -2.527 -0.3 -0.2 0.7 0.25
F 1.221 1.535 -3.535 0.2 0.3 0.7 -0.34
C 1.186 0.462 -4.330 0.0 -1.2 -0.6 0.49
C 1.466 -0.825 -3.851 -0.7 0.5 -0.8 -0.77
C 1.297 -1.856 -4.795 0.4 1.9 0.9 0.63
F 1.554 -3.104 -4.447 0.1 -1.2 0.5 -0.42
C 0.904 -1.658 -6.101 0.3 -0.5 0.8 0.04
F 0.769 -2.756 -6.855 -0.2 0.6 -0.6 -0.33
C 0.692 -0.352 -6.487 -0.9 -0.1 -2.0 0.78
F 0.227 -0.041 -7.710 0.2 -0.5 -0.3 -0.38
C 0.822 0.703 -5.648 0.3 1.7 1.0 -0.07
F 0.588 1.984 -6.105 0.1 -1.5 0.5 -0.36
```
Forces are in eV/Å.

Values from the calculation:
E_tot   -4272.10903 a.u.
Highest occupied orbital energy   -7.824 eV
2S+1   1
Relative energy (zero: lowest compared OMol25 entry of this formula, charge and spin)   1.902 eV
HOMO-LUMO gap   8.15 eV
Total charge   0